Molecular formula: C3H3F2O2
Method: DFT, ωB97M-V/def2-TZVPD

HOMO-LUMO gap in eV: 5.9052
Energy above the lowest of the compared OMol25 structures with the same formula, charge and spin in eV: 1.578
HOMO energy in eV: -2.08
Lowest unoccupied orbital energy in eV: 3.83
Total charge: -1

The geometry in XYZ format:
```
10
Properties=species:S:1:pos:R:3:nbo_charge:R:1
C 2.26088 -1.04387 -0.71748 1.036
C -0.97718 1.05616 0.55068 -0.720
C -0.47792 -0.30677 0.06051 0.195
O 1.98260 -1.86762 -1.47539 -0.553
O 2.75651 -0.27146 -0.01418 -0.563
F -1.21346 -1.29418 0.83242 -0.472
F -1.08203 -0.47543 -1.24552 -0.470
H -0.66317 1.20044 1.58482 0.192
H -0.51748 1.82919 -0.06955 0.192
H -2.06873 1.17354 0.49369 0.162
```

---

Molecular formula: C9H13BrOSi
Method: DFT, ωB97M-V/def2-TZVPD

HOMO-LUMO gap in eV: 10.0672
Energy above the lowest of the compared OMol25 structures with the same formula, charge and spin in eV: 1.145
HOMO energy in eV: -9.41
Lowest unoccupied orbital energy in eV: 0.66

The geometry in XYZ format:
```
25
Properties=species:S:1:pos:R:3:nbo_charge:R:1
C -1.20394 3.34426 0.67180 -0.627
C -0.70043 2.34622 -0.43675 0.149
C 0.38694 3.23281 -1.21702 -0.624
O -0.11942 1.19852 -0.00533 -0.930
Si 0.85899 0.19633 0.69782 1.629
Br 2.86641 0.71998 -0.28786 -0.407
C 0.28785 -1.54668 0.36706 -0.529
C 0.25489 -2.52288 1.48372 -0.173
C -0.01454 -3.81400 1.20317 -0.229
C -0.19173 -4.15309 -0.11633 -0.181
C -0.09529 -3.32418 -1.21347 -0.228
C 0.14866 -1.98449 -0.96537 -0.171
H -1.54886 2.79151 1.59864 0.205
H -0.39943 3.95039 0.87733 0.205
H -2.07781 3.81074 0.32950 0.218
H -1.48530 1.82103 -1.07992 0.180
H 1.25824 3.22846 -0.57068 0.217
H 0.06073 4.22154 -1.44104 0.206
H 0.52270 2.73614 -2.09080 0.206
H 1.22814 0.55307 2.02417 -0.219
H 0.60657 -2.11423 2.41542 0.215
H -0.31168 -4.50673 2.01490 0.223
H -0.27475 -5.31609 -0.26456 0.213
H -0.27468 -3.66588 -2.25998 0.228
H 0.21773 -1.20274 -1.73441 0.221
```

---

Molecular formula: C18H10Cl4N4NdO3S2
Method: DFT, ωB97M-V/def2-TZVPD

HOMO-LUMO gap (alpha / beta) in eV: 6.5524 / 6.5875
Energy above the lowest of the compared OMol25 structures with the same formula, charge and spin in eV: 0.000
HOMO energy (alpha / beta) in eV: -4.69 / -4.73
Lowest unoccupied orbital energy (alpha / beta) in eV: 1.86 / 1.86
Total charge: -1
Multiplicity: 4
<S²>: 3.75

The geometry in XYZ format:
```
42
Properties=species:S:1:pos:R:3:mulliken_spin:R:1
Nd -0.42794 0.00569 -0.52341 3.024
C 2.86646 -3.08448 1.36427 0.000
C 2.17408 -1.75506 1.23034 0.000
O 1.21453 -1.63087 0.47248 0.000
N 2.66989 -0.73358 1.95225 0.000
C 2.12311 0.61749 1.90953 0.002
C 2.61252 1.45161 0.74793 0.000
C 3.40815 2.56380 0.95448 0.000
C 3.79276 3.32691 -0.14119 0.000
C 3.39976 2.93141 -1.40401 0.000
C 2.61003 1.79583 -1.52171 -0.001
N 2.21425 1.07569 -0.47425 0.001
H 2.11081 -3.86456 1.31675 0.000
H 3.44048 -3.17316 2.28522 0.000
H 3.53703 -3.20898 0.51319 0.000
H 3.50577 -0.90572 2.48285 0.000
H 2.37739 1.11067 2.84654 0.000
H 1.03365 0.52666 1.91382 0.000
H 3.68106 2.85399 1.96019 0.000
H 4.37036 4.23109 -0.00268 0.000
H 3.64510 3.50797 -2.28459 0.000
H 2.23378 1.48149 -2.48828 0.000
Cl -3.89087 -6.06340 0.11356 0.000
C -3.26225 -4.47891 0.42013 0.000
C -3.42921 -3.89072 1.66328 0.000
Cl -4.26567 -4.73309 2.92485 0.000
C -2.91396 -2.61228 1.90117 -0.002
Cl -3.08374 -1.85592 3.44582 0.000
C -2.23424 -1.91684 0.90612 0.001
O -1.72131 -0.71253 1.09270 -0.006
C -2.05716 -2.52050 -0.36666 0.001
O -1.38758 -1.84150 -1.27758 -0.006
C -2.57719 -3.79351 -0.58911 0.000
Cl -2.33435 -4.50638 -2.14361 0.000
S -0.75936 2.67395 0.51863 -0.005
C -0.14577 3.56027 -0.84891 -0.002
C 0.46714 4.82493 -0.51655 0.001
N 1.00095 5.80560 -0.23260 0.000
C -0.13644 3.17120 -2.15770 0.001
S -0.71087 1.65020 -2.80040 -0.008
C 0.46883 4.05152 -3.11979 0.001
N 0.96132 4.75911 -3.88435 0.000
```

---

Number 1: electronic energy -12689.7377 eV. Number 2: electronic energy -89512.2087 eV. Number 3: electronic energy -117975.0928 eV.